This record from the OMol25 dataset describes C22H17FLi as an isolated structure at a distorted geometry. The level of theory is ωB97M-V with the def2-TZVPD basis set.

Last column: Mulliken charge in e.
CARTESIAN COORDINATES (ANGSTROEM)
F1 -4.30789 -2.17813 -1.61012  -0.37
C1 4.49840 -0.40503 -0.64802  -0.82
C2 -0.28591 1.15183 3.62106  -0.45
C3 -2.22630 0.78341 -0.96523  1.53
C4 2.13649 -1.08209 -0.20879  -0.51
C5 2.71871 -0.81553 -2.42156  -0.45
C6 4.66098 -0.16087 0.73286  -0.17
C7 -3.63625 -0.99540 -1.83974  0.01
C8 3.30513 -0.97833 -1.12373  0.04
C9 -1.83801 -0.31023 1.87810  -0.45
C10 1.33081 -0.67601 -2.35767  -0.58
C11 2.30199 -0.58517 1.08829  -0.36
C12 -1.44283 1.36467 0.05767  -1.48
C13 -3.71480 -0.41995 -3.10295  -0.75
C14 -0.47638 1.61044 2.31931  -0.96
C15 -1.28958 0.87602 1.37751  1.61
C16 -1.67187 -0.79720 3.13593  -1.27
C17 -3.03157 0.81741 -3.29044  -0.26
C18 3.56448 -0.24941 1.59088  -0.35
C19 -2.94253 -0.42787 -0.83430  -1.29
C20 -0.86622 -0.07237 4.03812  -0.49
C21 -2.30000 1.39934 -2.26164  -1.10
C22 0.97561 -0.85612 -1.01263  -0.08
Li1 2.61646 1.07293 -0.62904  0.83
H1 -0.71583 -0.43372 5.05927  0.30
H2 -0.92947 2.30687 -0.18550  0.14
H3 0.63327 -0.66840 -3.20796  0.43
H4 -2.14983 -1.71776 3.46338  0.33
H5 -0.03026 2.57293 2.00893  0.28
H6 5.65167 0.06777 1.15726  0.34
H7 -0.04760 -0.99870 -0.69283  0.52
H8 0.30789 1.73812 4.34083  0.32
H9 -4.28654 -0.88264 -3.90118  0.39
H10 -1.77016 2.35827 -2.43828  0.25
H11 1.44199 -0.53527 1.76913  0.18
H12 -2.46625 -0.88152 1.27113  1.15
H13 -2.95418 -0.93266 0.08201  1.24
H14 -3.09833 1.30135 -4.27048  0.33
H15 3.25191 -1.09799 -3.34844  0.31
H16 5.36183 -0.18884 -1.31120  0.32
H17 3.72095 -0.07417 2.67005  0.35

Atoms 1-3, force components in eV/Å:
F 0.3 0.5 -0.1
C 1.7 -0.5 1.2
C -0.3 -0.4 -0.2

Properties
Total charge ... -1
E_HOMO ... -2.2697 eV
Largest force on an atom ... 2.7 eV Å⁻¹
Calculated total energy ... -26011.368 eV
Orbital gap ... 4.069 eV

---

This record from the OMol25 dataset describes C22H17FeN3O2S2 as an isolated structure at a distorted geometry. The level of theory is ωB97M-V with the def2-TZVPD basis set.

Last column: Mulliken spin population.
CARTESIAN COORDINATES (ANGSTROEM)
Fe1 -1.18660 0.53258 -0.24840  3.76
S1 -2.50893 0.09147 -2.31866  0.07
S2 0.75405 -0.22902 -1.77453  0.07
O1 -2.19798 3.27693 2.76706  0.00
O2 -1.10911 2.40206 0.99982  0.03
N1 -3.40469 2.41528 1.06257  -0.01
N2 0.89730 0.77844 0.86146  0.00
N3 -3.45007 1.34564 0.15886  0.04
C1 0.00282 -1.13227 1.97032  -0.05
C2 -1.97910 -2.95693 2.47128  0.00
C3 -1.47699 -1.01866 -3.22784  0.00
C4 -2.12101 2.71727 1.66259  0.01
C5 4.01161 3.46182 0.16788  0.00
C6 0.63973 -2.03484 -3.85729  0.00
C7 -0.07290 -1.13476 -3.01154  0.00
C8 0.18640 -2.14741 2.92668  -0.01
C9 -1.20084 -0.96151 1.27574  0.07
C10 1.74899 2.71898 -0.24763  -0.01
C11 3.31561 0.49406 2.22438  0.00
C12 3.11371 1.54590 1.29571  0.00
C13 2.32712 -0.36797 2.39567  0.00
C14 -1.34237 -2.73797 -5.00987  0.00
C15 4.19002 2.42802 1.04867  0.00
C16 -2.17299 -1.91220 1.57487  0.00
C17 2.78589 3.59527 -0.47733  0.00
C18 1.93074 1.65468 0.64756  0.00
C19 -2.06461 -1.82870 -4.23013  0.00
C20 1.09856 -0.20194 1.70537  0.03
C21 -0.77967 -3.05851 3.19364  0.01
C22 0.04461 -2.83618 -4.83353  0.00
H1 4.28068 0.44878 2.69770  0.00
H2 4.80555 4.17784 0.00147  0.00
H3 -1.88616 -3.36095 -5.71256  0.00
H4 0.64336 -3.49611 -5.42442  0.00
H5 -3.94847 1.58578 -0.68935  -0.01
H6 1.71493 -2.04823 -3.70402  0.00
H7 2.43329 -1.20502 3.06561  0.00
H8 -3.14371 -1.76371 -4.35133  0.00
H9 -2.79156 -3.66435 2.62100  0.00
H10 2.59810 4.38489 -1.20741  0.00
H11 -0.64359 -3.88156 3.87506  0.00
H12 -3.80777 0.49121 0.55456  -0.01
H13 1.14966 -2.26583 3.42501  0.00
H14 0.78167 2.83789 -0.74545  0.02
H15 5.12306 2.35439 1.60129  0.00
H16 -4.14263 2.39745 1.73865  0.00
H17 -3.14572 -1.89200 1.08080  0.01

Atoms 1-3, force components in eV/Å:
Fe 0.2 0.4 -0.1
S 0.4 -0.3 -0.1
S -0.2 -0.1 -0.2

Properties
<S²> ... 6.0117
Total charge ... -2
E_HOMO (spin up / spin down) ... -0.4639 / -0.6740 eV
ΔE to the lowest compared entry with this formula, charge and spin ... 0.0 kcal per mole
Largest force on an atom ... 3.2 eV Å⁻¹
Calculated total energy ... -87715.060 eV
Orbital gap (spin up / spin down) ... 5.227 / 5.435 eV
2S+1 ... 5

---

This record from the OMol25 dataset describes C22H18BrCl3N3NiO4 as an isolated structure. The level of theory is ωB97M-V with the def2-TZVPD basis set.

Last column: Mulliken spin population.
CARTESIAN COORDINATES (ANGSTROEM)
Br1 0.73425 -4.85084 3.90212  0.00
Ni1 -1.42036 1.00846 0.72279  1.77
Cl1 -4.35003 4.74389 1.60436  0.00
Cl2 -1.63326 5.40658 2.35503  0.00
Cl3 -2.46093 5.54098 -0.42355  0.00
O1 -1.13720 3.00282 0.29071  0.06
O2 -2.82060 2.29545 1.49828  0.05
O3 0.38911 0.24404 0.74654  0.04
O4 -1.73498 -0.60478 1.99300  0.03
N1 4.10931 -1.61492 0.82852  0.00
N2 2.92001 0.07652 0.17717  0.00
N3 -2.35294 0.44736 -0.96566  0.07
C1 2.88216 -1.06865 0.85804  0.00
C2 -2.18395 3.22944 0.95115  -0.01
C3 4.20275 0.29744 -0.30635  0.00
C4 -2.90858 -0.75997 -1.10656  0.00
C5 -3.57257 -1.14786 -2.25203  0.01
C6 -2.87647 -0.86626 2.82454  0.00
C7 4.74809 1.33165 -1.05416  0.00
C8 1.70754 -1.59580 1.51375  0.00
C9 1.76966 -2.78713 2.25879  0.00
C10 -3.68181 -0.26181 -3.31877  -0.01
C11 6.09000 1.22655 -1.36343  0.00
C12 -3.09596 0.99202 -3.16292  0.01
C13 -2.44804 1.30974 -1.98861  0.00
C14 0.50579 -0.86862 1.41748  -0.01
C15 -0.61196 -1.39321 2.11884  0.00
C16 0.65822 -3.25486 2.90359  0.00
C17 -2.66579 4.68307 1.10713  0.00
C18 4.96934 -0.78677 0.10948  0.00
C19 -4.40224 -0.62771 -4.57900  0.00
C20 -0.55434 -2.55275 2.84220  0.00
C21 6.86077 0.13344 -0.94443  0.00
C22 6.31756 -0.89577 -0.19956  0.00
H1 -1.41840 -2.92982 3.37016  0.00
H2 7.90778 0.09710 -1.21090  0.00
H3 -3.56162 -0.04252 2.64856  0.00
H4 -3.76149 -0.47172 -5.44711  0.00
H5 6.91345 -1.73756 0.12443  0.00
H6 2.06357 0.62589 0.08984  0.00
H7 -4.72516 -1.66639 -4.56785  0.00
H8 -1.98822 2.27775 -1.83712  0.00
H9 -3.33599 -1.81404 2.54371  0.00
H10 -5.28231 0.00439 -4.70611  0.00
H11 -2.80989 -1.43310 -0.26403  0.00
H12 4.15693 2.17734 -1.37602  0.00
H13 4.35617 -2.48465 1.26873  0.00
H14 -3.14459 1.72808 -3.95431  0.00
H15 -4.00333 -2.13822 -2.30772  0.00
H16 6.56039 2.00855 -1.94290  0.00
H17 2.69119 -3.34771 2.34020  0.00
H18 -2.57106 -0.88507 3.86996  0.00

Atoms 1-3, force components in eV/Å:
Br 0.0 0.0 0.0
Ni 0.1 0.2 0.1
Cl 0.0 0.0 0.0

Properties
<S²> ... 2.0041
Total charge ... +1
E_HOMO (spin up / spin down) ... -10.9652 / -10.9905 eV
Largest force on an atom ... 0.2 eV Å⁻¹
Calculated total energy ... -184416.655 eV
Orbital gap (spin up / spin down) ... 7.891 / 7.871 eV
2S+1 ... 3

---

This record from the OMol25 dataset describes C22H18BrF5N5O2PdSSb as an isolated structure. The level of theory is ωB97M-V with the def2-TZVPD basis set.

Last column: Mulliken charge in e.
CARTESIAN COORDINATES (ANGSTROEM)
Sb1 -2.36397 -0.63149 -0.79959  1.21
Pd1 0.15798 -0.88215 -0.29758  -0.21
Br1 0.89057 7.61817 -0.62751  -0.09
S1 -0.66783 -2.21797 1.38659  -0.17
F1 0.72922 0.67962 6.25857  -0.25
F2 -2.48965 -0.81131 3.22850  -0.36
F3 -1.86321 0.44783 5.51755  -0.26
F4 2.70167 -0.37125 4.72849  -0.27
F5 2.08127 -1.70247 2.48180  -0.36
O1 -0.05408 0.93617 0.49022  -0.52
O2 0.14914 0.87652 -1.68315  -0.77
N1 1.24204 -4.72793 -2.99033  -0.47
N2 4.49287 -0.72517 -0.88423  0.13
N3 4.04083 -1.73207 -1.64799  -0.66
N4 0.54502 -2.60872 -1.35443  0.54
N5 2.38500 -0.79702 -0.46594  0.19
C1 -2.96617 1.33784 -0.39082  -1.18
C2 0.02544 -4.62973 -2.46450  -0.54
C3 0.60084 5.07791 -1.83591  -0.62
C4 0.14576 1.57960 -0.63239  1.15
C5 2.12129 -3.79508 -2.67015  -0.41
C6 1.43569 -0.50031 4.36645  0.17
C7 0.39735 3.71666 0.59239  -0.39
C8 -0.22287 -1.31386 2.79847  0.59
C9 -0.33253 -3.57411 -1.64431  -0.48
C10 0.66585 5.75954 -0.62429  0.05
C11 0.56753 5.08673 0.59070  -0.63
C12 0.42305 0.04370 5.15461  0.65
C13 1.79132 -2.72662 -1.83866  0.23
C14 -1.21552 -0.73650 3.59936  -0.13
C15 3.50915 -0.17082 -0.17353  -0.35
C16 1.10452 -1.17560 3.21238  0.40
C17 -0.90970 -0.07842 4.77267  0.08
C18 0.33175 3.02259 -0.61859  0.33
C19 -3.77351 -1.88067 0.13729  -1.01
C20 -2.43917 -0.97436 -2.87706  -1.13
C21 0.43695 3.70704 -1.83184  -0.41
C22 2.76364 -1.74334 -1.36841  0.22
H1 0.39338 3.15984 -2.76404  0.44
H2 -2.44397 2.03132 -1.04465  0.35
H3 -1.66249 -0.38082 -3.35337  0.34
H4 -4.73955 -1.65835 -0.31644  0.51
H5 -2.30701 -2.03162 -3.09110  0.37
H6 -0.68754 -5.40996 -2.69862  0.41
H7 0.31554 3.18158 1.52893  0.45
H8 0.68085 5.62199 -2.76604  0.46
H9 -3.42317 -0.65319 -3.21905  0.50
H10 -4.03789 1.37026 -0.58814  0.56
H11 3.63917 0.64663 0.51606  0.56
H12 -1.31737 -3.51786 -1.20035  0.56
H13 3.12699 -3.87822 -3.06386  0.51
H14 5.47497 -0.48796 -0.89345  0.23
H15 0.62378 5.63818 1.51822  0.47
H16 -3.78018 -1.65234 1.19987  0.30
H17 -3.52457 -2.92846 -0.01206  0.38
H18 -2.76847 1.56601 0.65324  0.36

Atoms 1-3, force components in eV/Å:
Sb 0.1 0.0 0.1
Pd -0.4 -0.1 -0.5
Br 0.0 0.0 0.0

Properties
Total charge ... +2
E_HOMO ... -13.9335 eV
ΔE to the lowest compared entry with this formula, charge and spin ... 0.0 kcal per mole
Largest force on an atom ... 0.7 eV Å⁻¹
Calculated total energy ... -139117.827 eV
Orbital gap ... 5.915 eV